[1]
{
  "formula": "C10H15NO",
  "method": "wB97M-V/def2-TZVPD",
  "smiles": "Cc1ccccc1.CCC(N)=O",
  "de_lowest_kj_mol": 59.8,
  "charge": 0,
  "symbols": ["C", "C", "C", "C", "C", "C", "C", "H", "H", "H", "H", "H", "H", "H", "H", "C", "C", "C", "O", "N", "H", "H", "H", "H", "H", "H", "H"],
  "positions_angstrom": [[-1.9299, -3.3139, 0.3631], [0.8888, -1.4827, -1.3235], [-0.3605, -2.0413, -1.1236], [2.0259, -2.1281, -0.8024], [-0.5334, -2.9717, -0.0895], [1.8635, -3.1284, 0.1263], [0.5820, -3.4623, 0.5683], [1.0646, -0.5959, -1.9212], [-1.1581, -1.7726, -1.8078], [2.9446, -1.8599, -1.3070], [2.7227, -3.7078, 0.4457], [-2.3209, -4.1033, -0.2453], [-2.6125, -2.4696, 0.3169], [0.4341, -4.0697, 1.4521], [-1.9254, -3.6511, 1.3957], [-0.3481, 2.7658, -0.4894], [-0.6710, 3.9419, -1.4369], [-0.1354, 3.1140, 0.9549], [0.8676, 2.8291, 1.5785], [-1.1595, 3.7925, 1.5477], [-1.0727, 1.9576, -0.5532], [0.5564, 2.3176, -0.8855], [0.2805, 4.4275, -1.6639], [-1.1057, 4.0513, 2.5168], [-2.0112, 4.0221, 1.0683], [-1.2818, 4.7026, -0.9519], [-1.0858, 3.5786, -2.3722]],
  "atomic_forces_ev_per_a": [[0.381, 0.075, 0.256], [0.546, -0.661, -0.139], [0.432, 0.339, 0.032], [-0.810, 0.561, -0.625], [-0.293, 0.540, 0.088], [0.323, -0.472, -0.147], [-0.096, 0.294, 0.024], [-0.296, -0.256, -0.433], [-0.330, 0.309, 0.521], [0.406, -0.038, 0.685], [-0.035, 0.191, 0.297], [-0.447, -0.555, -0.358], [0.055, 0.130, -0.164], [0.113, -0.292, -0.139], [0.043, -0.147, 0.101], [0.147, -0.151, -0.977], [0.586, -0.099, 0.678], [0.201, 0.274, 0.491], [0.025, -0.088, -0.137], [-0.421, 0.155, -0.037], [-0.459, 0.083, 0.097], [0.309, -0.137, 0.364], [-0.107, 0.108, -0.096], [0.232, -0.116, 0.019], [0.071, -0.086, -0.114], [-0.324, -0.101, -0.301], [-0.253, 0.141, 0.017]]
}

---

[2]
{
  "formula": "C10H15NO2S",
  "method": "wB97M-V/def2-TZVPD",
  "smiles": "CN(CCO)CCC(=O)c1ccsc1",
  "de_lowest_kj_mol": 641.1,
  "charge": 0,
  "symbols": ["C", "C", "C", "C", "C", "C", "C", "C", "C", "C", "H", "H", "H", "H", "H", "H", "H", "H", "H", "H", "H", "H", "H", "H", "H", "N", "O", "O", "S"],
  "positions_angstrom": [[0.0602, 0.0979, 1.7058], [2.1497, -0.4889, 0.6682], [2.6769, -1.1173, -0.6839], [0.7693, 1.5111, -0.0903], [-0.0978, 1.5614, -1.1877], [-1.5388, 1.4349, -0.5434], [-2.1357, 0.0751, -0.5057], [-1.8531, -1.2572, -0.7186], [-2.9637, -2.0888, -0.4647], [-3.4888, 0.2791, -0.0467], [0.0980, -0.7646, 2.2858], [0.2438, 1.1707, 2.2847], [-1.0575, 0.2037, 1.3533], [2.2485, -1.2250, 1.4966], [2.8183, 0.3657, 1.0668], [2.5178, -0.5133, -1.5250], [1.9412, -1.9048, -1.0073], [4.5987, -1.2365, 0.3198], [1.7990, 1.7104, -0.4192], [0.6237, 2.4136, 0.7167], [-0.1329, 2.7864, -1.4966], [0.4473, 1.0181, -2.1353], [-0.9654, -1.4441, -1.0382], [-3.0684, -3.1509, -0.8570], [-4.1511, 1.1171, 0.5804], [0.7868, 0.0783, 0.3959], [3.8647, -1.6771, -0.3892], [-2.0185, 2.3576, 0.0192], [-4.1723, -1.3128, 0.2155]],
  "atomic_forces_ev_per_a": [[-2.896, 4.599, -1.914], [0.245, 1.816, -1.373], [-2.903, -0.157, 3.562], [4.376, 0.232, 3.678], [-2.013, 4.557, -4.822], [3.071, -2.679, -2.420], [-4.879, 2.881, 1.658], [-5.384, 0.603, 1.117], [4.119, -2.628, -2.340], [-1.544, -1.005, 2.619], [0.591, -1.418, 0.965], [-0.092, -3.007, -0.886], [1.989, -0.240, 1.465], [-0.856, 0.123, -0.795], [-0.461, -0.997, -0.937], [0.992, 1.955, -1.229], [0.685, -0.093, 0.930], [-3.836, -1.072, -3.122], [-0.058, 0.007, -0.070], [-0.159, -2.557, -1.444], [0.177, -3.207, 0.414], [-2.388, 0.720, 2.273], [5.305, -2.130, -2.206], [0.351, 1.459, 1.072], [2.522, -2.009, -2.274], [0.556, 0.258, 3.390], [5.792, -0.505, 1.720], [-0.489, 1.559, 0.460], [-2.815, 2.936, 0.509]]
}

---

[3]
{
  "formula": "C10H15NO3",
  "method": "wB97M-V/def2-TZVPD",
  "de_lowest_kj_mol": 505.2,
  "charge": 0,
  "symbols": ["C", "C", "C", "C", "C", "C", "C", "C", "C", "C", "N", "O", "O", "O", "H", "H", "H", "H", "H", "H", "H", "H", "H", "H", "H", "H", "H", "H", "H"],
  "positions_angstrom": [[0.0889, 1.7215, -0.2957], [0.8272, 2.1329, -1.1694], [-3.0028, 0.7283, 1.2127], [0.1259, 0.6556, 2.2371], [-0.8158, 0.9396, 0.5224], [1.7487, 2.7099, -2.0697], [1.5939, -2.3019, -1.3710], [-2.4511, -0.6156, 0.7577], [0.8543, -1.4777, -0.3188], [-0.4774, -1.1307, -0.8578], [-1.2629, -0.2874, 0.0599], [-4.0191, 0.9329, 1.8047], [-1.9551, 1.6712, 1.0370], [1.2057, -0.2367, 2.6411], [0.4218, 1.5783, 2.5401], [-0.7469, 0.4624, 2.8803], [2.5667, 2.0354, -2.1937], [2.1762, 3.7308, -1.6230], [1.3684, 2.9504, -2.9731], [2.1862, -1.6896, -2.0852], [2.3334, -3.0098, -0.8763], [0.9428, -2.7456, -2.0125], [-3.0672, -1.1165, 0.0736], [-2.3899, -1.1365, 1.7351], [1.6432, -0.7459, -0.1557], [0.6345, -2.0766, 0.6916], [-0.1808, -0.5623, -1.7439], [-1.1204, -2.0124, -1.0472], [0.7718, -1.1040, 2.5997]],
  "atomic_forces_ev_per_a": [[0.141, -0.143, -1.476], [-1.990, -0.644, 2.328], [1.034, 0.432, 0.427], [-1.654, -1.739, -0.722], [2.219, 0.069, 3.554], [2.686, 2.358, 2.965], [2.908, 0.213, 1.538], [0.193, 0.599, 0.622], [1.133, -2.904, 2.122], [-0.761, 1.684, 0.690], [0.416, 0.351, -1.008], [0.645, 0.358, -0.704], [-0.635, -1.410, -0.399], [-1.803, 0.207, -1.472], [1.081, 2.957, 0.327], [-0.051, -0.328, -0.323], [0.817, -0.334, -0.211], [-0.790, -2.188, -0.821], [-1.428, 0.645, -3.001], [-0.149, 0.136, 0.756], [-1.054, 0.625, -0.859], [-1.922, -2.180, -1.580], [-1.461, -0.868, -0.474], [0.353, -0.397, -0.423], [-1.131, 0.987, 0.823], [1.003, 1.004, -2.047], [-1.107, 0.021, -0.501], [0.675, 0.383, -0.264], [0.632, 0.105, 0.132]]
}

---

[4]
{
  "formula": "C10H15O",
  "method": "wB97M-V/def2-TZVPD",
  "multiplicity": 2,
  "s2": 0.750,
  "de_lowest_kj_mol": 27.7,
  "charge": 0,
  "symbols": ["C", "H", "H", "H", "C", "H", "C", "C", "H", "C", "H", "C", "O", "H", "C", "H", "C", "H", "C", "H", "H", "C", "H", "H", "H", "H"],
  "positions_angstrom": [[0.2598, -1.4064, -2.3433], [0.7087, -2.3292, -2.7425], [0.5315, -0.5770, -3.0133], [-0.8356, -1.5263, -2.3891], [0.7156, -1.1484, -0.9106], [1.8184, -1.0468, -0.9068], [0.1490, 0.1543, -0.3877], [0.9743, 1.2271, -0.0429], [2.0615, 1.1151, -0.1313], [0.4508, 2.4405, 0.3995], [1.1171, 3.2688, 0.6656], [-0.9309, 2.5934, 0.5415], [-1.5033, 3.7675, 0.8632], [-0.8325, 4.4192, 1.1004], [-1.7752, 1.5366, 0.1798], [-2.8562, 1.6688, 0.2840], [-1.2355, 0.3350, -0.2593], [-1.9148, -0.4858, -0.5210], [0.3581, -2.3373, -0.0116], [-0.7426, -2.4528, 0.0050], [0.7423, -3.2581, -0.4854], [0.8947, -2.2127, 1.3986], [0.4836, -1.3240, 1.9054], [1.9919, -2.1085, 1.3988], [0.6443, -3.0889, 2.0141], [-1.2751, 2.7758, 3.3888]],
  "atomic_forces_ev_per_a": [[-0.148, -0.095, -0.434], [-0.107, 0.250, 0.131], [-0.075, -0.218, 0.222], [0.337, 0.046, 0.013], [0.354, 0.050, 0.080], [-0.355, -0.049, -0.014], [-0.144, 0.358, 0.112], [0.075, -0.159, -0.053], [-0.414, 0.051, 0.022], [-0.130, 0.003, 0.334], [-0.204, -0.275, -0.138], [0.578, -0.856, -1.162], [-0.349, 0.752, 0.465], [-0.045, -0.130, -0.051], [-0.068, 0.015, 0.371], [0.398, -0.032, -0.102], [0.011, -0.061, -0.037], [0.263, 0.355, 0.101], [-0.306, -0.356, -0.319], [0.365, 0.059, 0.031], [-0.076, 0.280, 0.155], [0.156, 0.135, 0.556], [0.124, -0.275, -0.178], [-0.298, -0.041, -0.022], [0.059, 0.217, -0.204], [-0.001, -0.027, 0.119]]
}

---

Question: Number 2 is which compound?
Answer: C10H15NO2S

---

Please write out number 4 again, unchanged.
{
  "formula": "C10H15O",
  "method": "wB97M-V/def2-TZVPD",
  "multiplicity": 2,
  "s2": 0.750,
  "de_lowest_kj_mol": 27.7,
  "charge": 0,
  "symbols": ["C", "H", "H", "H", "C", "H", "C", "C", "H", "C", "H", "C", "O", "H", "C", "H", "C", "H", "C", "H", "H", "C", "H", "H", "H", "H"],
  "positions_angstrom": [[0.2598, -1.4064, -2.3433], [0.7087, -2.3292, -2.7425], [0.5315, -0.5770, -3.0133], [-0.8356, -1.5263, -2.3891], [0.7156, -1.1484, -0.9106], [1.8184, -1.0468, -0.9068], [0.1490, 0.1543, -0.3877], [0.9743, 1.2271, -0.0429], [2.0615, 1.1151, -0.1313], [0.4508, 2.4405, 0.3995], [1.1171, 3.2688, 0.6656], [-0.9309, 2.5934, 0.5415], [-1.5033, 3.7675, 0.8632], [-0.8325, 4.4192, 1.1004], [-1.7752, 1.5366, 0.1798], [-2.8562, 1.6688, 0.2840], [-1.2355, 0.3350, -0.2593], [-1.9148, -0.4858, -0.5210], [0.3581, -2.3373, -0.0116], [-0.7426, -2.4528, 0.0050], [0.7423, -3.2581, -0.4854], [0.8947, -2.2127, 1.3986], [0.4836, -1.3240, 1.9054], [1.9919, -2.1085, 1.3988], [0.6443, -3.0889, 2.0141], [-1.2751, 2.7758, 3.3888]],
  "atomic_forces_ev_per_a": [[-0.148, -0.095, -0.434], [-0.107, 0.250, 0.131], [-0.075, -0.218, 0.222], [0.337, 0.046, 0.013], [0.354, 0.050, 0.080], [-0.355, -0.049, -0.014], [-0.144, 0.358, 0.112], [0.075, -0.159, -0.053], [-0.414, 0.051, 0.022], [-0.130, 0.003, 0.334], [-0.204, -0.275, -0.138], [0.578, -0.856, -1.162], [-0.349, 0.752, 0.465], [-0.045, -0.130, -0.051], [-0.068, 0.015, 0.371], [0.398, -0.032, -0.102], [0.011, -0.061, -0.037], [0.263, 0.355, 0.101], [-0.306, -0.356, -0.319], [0.365, 0.059, 0.031], [-0.076, 0.280, 0.155], [0.156, 0.135, 0.556], [0.124, -0.275, -0.178], [-0.298, -0.041, -0.022], [0.059, 0.217, -0.204], [-0.001, -0.027, 0.119]]
}